{"formula": "C62H44CeN9OP2", "method": "ωB97M-V with the def2-TZVPD basis set", "relative_energy_kcal_mol": 110.8, "mol_weight_g_mol": 1133.16, "fmax_ev_per_a": 1.93, "homo_ev": [-6.080, -6.084], "gap_ha": [0.1748, 0.1750], "e_tot_ev": -111973.106, "lumo_energy_ev": [-1.324, -1.322], "spin_multiplicity": 2, "species": ["Ce", "C", "C", "C", "C", "C", "N", "C", "N", "C", "C", "C", "C", "C", "C", "C", "C", "N", "C", "N", "C", "N", "C", "N", "C", "N", "C", "C", "C", "C", "C", "C", "C", "C", "C", "C", "C", "C", "N", "C", "C", "H", "H", "H", "H", "H", "H", "H", "H", "H", "H", "H", "H", "H", "H", "H", "H", "C", "P", "C", "C", "C", "C", "C", "C", "C", "C", "C", "C", "C", "C", "C", "C", "C", "C", "C", "P", "C", "C", "C", "C", "C", "C", "C", "C", "C", "C", "C", "C", "N", "H", "H", "H", "H", "H", "H", "H", "H", "H", "H", "H", "H", "H", "H", "H", "H", "H", "H", "H", "H", "H", "H", "H", "H", "H", "H", "O", "H", "H"], "coordinates": [[-0.7055, -0.7520, -0.0961], [-6.9456, -2.8060, 2.4877], [-6.7929, -1.7989, 3.4080], [-5.7343, -0.9187, 3.3382], [-4.8389, -1.1187, 2.2887], [-3.5575, -0.4763, 1.9065], [-3.0112, -1.0004, 0.8099], [-3.8788, -2.0523, 0.4023], [-3.7477, -2.8776, -0.5846], [-2.8693, -2.7506, -1.5902], [-2.7264, -3.7221, -2.6354], [-3.0711, -5.0786, -2.8238], [-2.5931, -5.7224, -3.9227], [-1.8145, -5.0617, -4.8976], [-1.4630, -3.7471, -4.7242], [-1.8962, -3.0885, -3.5867], [-1.6031, -1.7600, -3.1440], [-1.0766, -0.8099, -3.9959], [-0.3753, 0.1812, -3.6716], [0.1869, 0.5418, -2.4202], [0.1104, 2.0821, -2.3530], [-0.2271, 2.4941, -0.3421], [-0.6315, 2.2064, 0.8550], [-1.6504, 1.3250, 0.9358], [-2.0211, 1.2110, 2.2337], [-2.9739, 0.4550, 2.7329], [-1.1555, 2.0785, 3.0484], [-1.1880, 2.4057, 4.3804], [-0.2405, 3.2873, 4.8599], [0.7315, 3.8392, 4.0020], [0.7188, 3.5349, 2.6652], [-0.2349, 2.6753, 2.1800], [0.1051, 2.4722, -3.7992], [0.0465, 3.7322, -4.3269], [-0.1931, 3.8553, -5.6999], [-0.3925, 2.7477, -6.4962], [-0.4096, 1.4578, -5.9557], [-0.1811, 1.3437, -4.5961], [-2.1510, -1.5938, -1.9292], [-4.9769, -2.1540, 1.3795], [-6.0494, -3.0298, 1.4843], [-7.8037, -3.4747, 2.5980], [-7.5301, -1.7435, 4.1770], [-5.5813, -0.1164, 4.0469], [-3.6354, -5.6199, -2.0799], [-2.8812, -6.7443, -4.1021], [-1.4835, -5.6171, -5.7894], [-0.8376, -3.2680, -5.4800], [-1.9203, 1.9289, 4.9934], [-0.3138, 3.5140, 5.9078], [1.5086, 4.5169, 4.3728], [1.5049, 3.9791, 2.0439], [0.1851, 4.5921, -3.7282], [-0.2395, 4.8490, -6.1156], [-0.6426, 2.8819, -7.5502], [-0.6693, 0.5545, -6.5093], [-6.2057, -3.8417, 0.7788], [1.5617, -1.9607, -2.2698], [1.7575, -0.1600, -1.8623], [3.1646, 0.3276, -2.8808], [3.2002, 0.5119, -4.2748], [4.4046, 0.8363, -4.8984], [5.5853, 0.9242, -4.1519], [5.5553, 0.6910, -2.8034], [4.3542, 0.4130, -2.1621], [0.9374, 2.7710, -1.1832], [1.2295, 4.2206, -1.2509], [0.3043, 5.1718, -1.2149], [-1.1667, 4.8972, -1.4033], [-1.7699, 3.7184, -1.6025], [-1.1350, 2.3696, -1.5174], [2.0624, -2.5583, -1.0186], [3.3155, -3.0170, -0.7226], [3.3673, -3.1418, 0.6874], [2.1464, -2.7140, 1.1725], [1.6676, -2.5408, 2.5891], [1.0917, -0.8254, 2.7456], [0.5828, -0.6376, 4.4684], [-0.6780, -1.1218, 4.7590], [-1.2437, -0.8802, 5.9987], [-0.5676, -0.1753, 6.9713], [0.7265, 0.2563, 6.7152], [1.2962, 0.0635, 5.4602], [2.6638, 0.0661, 2.5887], [3.7841, -0.0329, 3.4635], [4.9228, 0.7550, 3.3129], [4.9656, 1.6958, 2.2864], [3.9037, 1.8370, 1.4399], [2.7657, 1.0423, 1.5945], [1.3256, -2.3265, 0.1470], [2.1695, -2.2164, -3.1335], [0.4966, -2.2339, -2.4607], [2.3094, 0.3938, -4.8988], [4.4802, 1.0035, -5.9813], [6.5290, 1.1341, -4.6590], [6.4629, 0.6834, -2.2438], [4.3853, 0.2063, -1.0843], [2.2645, 4.5235, -1.3247], [0.5959, 6.1923, -1.0765], [-1.8077, 5.7852, -1.4128], [-2.8468, 3.5939, -1.7065], [-1.8596, 1.5630, -1.5742], [4.0521, -3.2478, -1.4369], [4.1988, -3.5081, 1.2810], [2.4643, -2.7692, 3.3066], [0.8142, -3.2138, 2.7673], [-1.2367, -1.6277, 3.9802], [-2.2015, -1.3211, 6.1746], [-1.0025, -0.0456, 7.9501], [1.2676, 0.8072, 7.4934], [2.2799, 0.4345, 5.2131], [3.8251, -0.8091, 4.2329], [5.7879, 0.6117, 3.9764], [5.8175, 2.2987, 2.0947], [3.9380, 2.5708, 0.6416], [2.0180, 1.1952, 0.8122], [-1.1512, -3.1989, 1.0842], [-1.8256, -3.7290, 0.6420], [-0.2823, -3.5508, 0.7881]]}


{"formula": "C5H10O2", "method": "ωB97M-V with the def2-TZVPD basis set", "relative_energy_kcal_mol": 63.5, "mol_weight_g_mol": 102.13, "fmax_ev_per_a": 0.48, "homo_ev": -9.669, "gap_ha": 0.3853, "e_tot_ev": -9440.288, "lumo_energy_ev": 0.816, "smiles": "C[C@@H]1[C@H](O)C[C@@H]1O", "spin_multiplicity": 1, "species": ["C", "C", "C", "O", "C", "C", "O", "H", "H", "H", "H", "H", "H", "H", "H", "H", "H"], "coordinates": [[1.7476, -0.9184, 0.8092], [0.3229, -0.3792, 0.5630], [-1.0495, -0.6272, -0.2542], [-1.0318, -0.9062, -1.6395], [-1.2711, 0.8911, -0.0169], [0.2508, 1.0501, 0.0358], [0.8483, 1.0655, -1.2475], [1.7812, -1.6412, 1.6328], [2.3069, -0.0432, 1.1806], [2.3223, -1.3104, -0.0305], [-0.1121, -0.3751, 1.5691], [-1.7556, -1.3008, 0.2486], [-1.8070, -1.4399, -1.8512], [-1.7034, 1.0893, 0.9689], [-1.8246, 1.4376, -0.7860], [0.6908, 1.8379, 0.6630], [0.2844, 1.5701, -1.8452]]}


Question: What is the formula in the second record?
Answer: C5H10O2


Repeat the second record exactly.
{"formula": "C5H10O2", "method": "ωB97M-V with the def2-TZVPD basis set", "relative_energy_kcal_mol": 63.5, "mol_weight_g_mol": 102.13, "fmax_ev_per_a": 0.48, "homo_ev": -9.669, "gap_ha": 0.3853, "e_tot_ev": -9440.288, "lumo_energy_ev": 0.816, "smiles": "C[C@@H]1[C@H](O)C[C@@H]1O", "spin_multiplicity": 1, "species": ["C", "C", "C", "O", "C", "C", "O", "H", "H", "H", "H", "H", "H", "H", "H", "H", "H"], "coordinates": [[1.7476, -0.9184, 0.8092], [0.3229, -0.3792, 0.5630], [-1.0495, -0.6272, -0.2542], [-1.0318, -0.9062, -1.6395], [-1.2711, 0.8911, -0.0169], [0.2508, 1.0501, 0.0358], [0.8483, 1.0655, -1.2475], [1.7812, -1.6412, 1.6328], [2.3069, -0.0432, 1.1806], [2.3223, -1.3104, -0.0305], [-0.1121, -0.3751, 1.5691], [-1.7556, -1.3008, 0.2486], [-1.8070, -1.4399, -1.8512], [-1.7034, 1.0893, 0.9689], [-1.8246, 1.4376, -0.7860], [0.6908, 1.8379, 0.6630], [0.2844, 1.5701, -1.8452]]}